No. 1
# C33H61BN6O4RuS3Si

C33H61BN6O4RuS3Si as an isolated structure at a distorted geometry (ωB97M-V/def2-TZVPD, the Open Molecules 2025 dataset).

Lowest unoccupied orbital energy (spin up / spin down) (eV): -6.771 / -7.783
Orbital gap (spin up / spin down) (eV): 6.770 / 6.318
E (eV): -95979.3824

Structure (ORCA input):
```
! RIJCOSX wB97M-V def2-TZVPD def2/J DEFGRID3
* xyz 2 5
Ru -0.20073 0.61816 -0.15322
C -4.03042 -2.70766 -1.51764
C -4.27994 -1.33296 -2.13375
C -4.50018 -0.26146 -1.07318
C -5.48364 -1.42122 -3.06492
N -3.08677 -0.90231 -2.96802
C -3.20320 -0.38139 -4.23783
C -1.95965 -0.07332 -4.66597
N -1.07526 -0.37216 -3.65876
B 0.45445 -0.15978 -3.87138
N 0.90891 1.30735 -3.63043
C 2.04302 1.76087 -4.26092
C 2.29063 3.00859 -3.81494
N 1.30480 3.33247 -2.90417
C 0.48331 2.27132 -2.80680
S -0.93291 2.08693 -1.78314
C 1.32314 4.72132 -2.27977
C 0.26262 4.92975 -1.21141
C 2.70155 4.88707 -1.64671
C 1.10272 5.71138 -3.41701
N 1.29543 -1.17973 -3.05074
C 1.45181 -2.45942 -3.52939
C 2.25450 -3.12472 -2.67738
N 2.61275 -2.25467 -1.67149
C 1.98910 -1.08107 -1.90394
S 2.04453 0.31996 -0.87322
C 3.54058 -2.75713 -0.57180
C 4.08605 -1.65616 0.31931
C 2.71692 -3.73442 0.26195
C 4.70696 -3.45183 -1.27381
C -1.78440 -0.86303 -2.63250
S -1.12179 -1.30253 -1.07042
H -4.99291 -3.11136 -1.20459
H -3.39454 -2.67160 -0.64122
H -3.60327 -3.40041 -2.24171
H -5.34857 -0.54095 -0.45020
H -4.71219 0.70572 -1.52803
H -3.62731 -0.17083 -0.42388
H -6.30798 -1.85799 -2.50539
H -5.28868 -2.06111 -3.92399
H -5.81348 -0.44247 -3.40930
H -4.14507 -0.30770 -4.74437
H -1.62731 0.31987 -5.60804
H 0.66038 -0.38922 -5.02836
H 2.56253 1.16629 -4.98679
H 3.06255 3.70087 -4.08830
H 0.38044 4.25471 -0.36450
H -0.75039 4.85272 -1.59589
H 0.39863 5.94682 -0.84313
H 2.89563 4.09717 -0.92132
H 2.73271 5.84366 -1.12833
H 3.50291 4.89038 -2.38171
H 0.13248 5.55796 -3.88691
H 1.87600 5.63713 -4.17978
H 1.13016 6.72258 -3.01532
H 0.99539 -2.77751 -4.44733
H 2.62514 -4.12929 -2.72024
H 3.31948 -1.17667 0.91428
H 4.64022 -0.89964 -0.23267
H 4.78113 -2.14359 1.00310
H 1.87803 -3.22715 0.74033
H 3.35190 -4.15319 1.04144
H 2.33331 -4.56036 -0.33545
H 5.16743 -2.80124 -2.01640
H 4.41203 -4.38284 -1.75372
H 5.46101 -3.69975 -0.52925
C -0.73496 -3.53636 2.05130
C -1.62553 -2.69683 2.95083
C -2.14924 -3.51404 4.11727
C -2.77585 -2.06282 2.18290
O -0.80543 -1.66346 3.53296
Si -0.38136 -0.18576 3.08041
O 0.10718 -0.20788 1.44390
O -1.65699 0.81531 3.20553
C -1.83190 2.20126 2.90184
C -0.73817 3.04834 3.52883
C -1.81495 2.33953 1.37923
C -3.20412 2.58747 3.43185
O 0.84570 0.38687 3.93827
C 2.21618 -0.06136 4.08940
C 2.64384 0.38279 5.47266
C 3.03410 0.63145 3.01106
C 2.27290 -1.57593 3.95735
H -1.32408 -4.28205 1.51772
H 0.01896 -4.05712 2.64086
H -0.22150 -2.91065 1.31972
H -2.74031 -4.35497 3.75748
H -2.77606 -2.90190 4.76284
H -1.32082 -3.90230 4.70747
H -3.44645 -2.83781 1.81187
H -2.41355 -1.48892 1.32688
H -3.34272 -1.39361 2.82603
H 0.24791 2.78455 3.14530
H -0.72070 2.89680 4.60608
H -0.92080 4.10415 3.33053
H -0.76434 2.09421 1.07170
H -1.96318 3.35331 1.00936
H -2.55344 1.67054 0.92792
H -3.22728 2.45692 4.51253
H -3.97592 1.95453 2.99510
H -3.43221 3.62817 3.20634
H 2.53304 1.46112 5.57339
H 3.68773 0.12692 5.64812
H 2.03978 -0.09897 6.23918
H 3.00773 1.71254 3.14794
H 2.64991 0.39391 2.01877
H 4.07490 0.31034 3.05669
H 1.63096 -2.05395 4.69506
H 3.29548 -1.92183 4.11328
H 1.95288 -1.90179 2.96651
*
```

Atom charges from the Mulliken analysis, given in e for atoms 1 to 6: Ru 0.768; C -1.213; C 1.244; C -1.255; C -2.245; N 0.458

***

No. 2
# C33H61BiI2N6O8P2S4SbSi

C33H61BiI2N6O8P2S4SbSi as an isolated structure (ωB97M-V/def2-TZVPD, the Open Molecules 2025 dataset).

Lowest unoccupied orbital energy (eV): 0.743
Relative energy (zero: lowest compared OMol25 entry of this formula, charge and spin) (kJ/mol): 131.98
Orbital gap (eV): 5.188
E (eV): -158920.3200

Structure (ORCA input):
```
! RIJCOSX wB97M-V def2-TZVPD def2/J DEFGRID3
* xyz -1 1
Bi -0.81606 1.24455 2.33873
C 0.19162 5.41619 -0.19053
N 0.46882 4.73510 1.05839
C -0.27069 5.29601 2.18937
P 1.82824 3.91275 1.45697
O 1.61325 2.67235 2.22925
O 2.53648 3.64011 0.03355
P 2.10639 2.47121 -0.98950
O 0.93973 1.70647 -0.54778
N 1.82573 3.23205 -2.41737
C 2.85087 3.97384 -3.11052
C 0.66252 2.86576 -3.21488
N 3.56499 1.68331 -1.13460
C 3.55605 0.63998 -2.15623
C 4.16068 1.19007 0.11119
N 2.87934 4.90184 2.24812
C 3.76774 4.37946 3.26837
C 3.32072 6.12560 1.61459
H 0.33956 6.49846 -0.08514
H -0.85088 5.23549 -0.47045
H 0.82337 5.04505 -0.99396
H 0.03737 6.32995 2.37363
H -0.11242 4.70014 3.08233
H -1.33725 5.26994 1.96136
H 3.66870 4.21858 -2.43468
H 2.43796 4.90615 -3.50533
H 3.26010 3.39903 -3.95008
H -0.03337 2.29348 -2.60931
H 0.96230 2.26772 -4.08232
H 0.15795 3.76579 -3.57350
H 3.12765 1.02019 -3.08322
H 2.98379 -0.23556 -1.83406
H 4.58499 0.33407 -2.35364
H 4.16836 1.96934 0.86955
H 5.18974 0.88689 -0.09273
H 3.61365 0.33102 0.50585
H 3.34230 3.47522 3.69624
H 3.88846 5.12709 4.05502
H 4.75776 4.14912 2.85635
H 2.57993 6.47113 0.89343
H 4.27104 5.98610 1.08422
H 3.45378 6.91150 2.36261
S -2.57803 2.84881 4.66167
Sb -3.47008 0.56415 5.24646
S -0.57113 2.47288 4.54504
S -2.48091 -0.42257 3.19281
S -2.06970 -0.15815 6.86157
O -0.90817 -0.08406 -2.57109
N -0.83573 -0.16687 -1.39572
I -2.29762 2.58539 0.23686
I -3.68084 3.91807 -1.96431
N 0.55128 -0.29954 1.72386
C 1.47310 -0.82028 2.42053
C 1.90730 -0.42728 3.78981
C 1.02399 -0.50884 4.85736
C 1.43176 -0.10548 6.12351
C 2.71621 0.36941 6.31925
C 3.60504 0.44611 5.24934
C 3.20317 0.04110 3.99021
C 2.21124 -1.97102 1.79643
C 2.95286 -2.85165 2.57279
C 3.59349 -3.93560 1.98781
C 3.50767 -4.13554 0.62052
C 2.76589 -3.25597 -0.16116
C 2.11426 -2.18535 0.42239
H 0.00492 -0.85177 4.71576
H 0.71055 -0.13964 6.92959
H 3.02654 0.69476 7.30438
H 4.60947 0.82123 5.40290
H 3.89388 0.09091 3.15168
H 3.02402 -2.68768 3.64102
H 4.16041 -4.62083 2.60457
H 4.01053 -4.97685 0.16222
H 2.69638 -3.41456 -1.22887
H 1.50467 -1.50567 -0.15976
C -1.23826 -4.75548 -4.38396
C -1.10691 -3.31514 -3.89215
C 0.35695 -2.99667 -3.59976
C -1.69722 -2.35110 -4.91527
O -1.85340 -3.27132 -2.66742
Si -2.61751 -2.19998 -1.71666
O -1.55140 -1.21164 -0.85733
O -3.40436 -3.04892 -0.58988
C -2.94089 -4.06246 0.33149
C -3.02398 -5.39770 -0.39816
C -3.90273 -4.01558 1.50899
C -1.51563 -3.77906 0.78807
O -3.61249 -1.22830 -2.52628
C -5.03821 -1.09279 -2.60198
C -5.29535 -0.17225 -3.78985
C -5.51886 -0.45622 -1.30483
C -5.66762 -2.46107 -2.82486
H -0.67157 -4.90363 -5.30315
H -2.28353 -4.99259 -4.57546
H -0.86304 -5.44345 -3.62653
H 0.97521 -3.24698 -4.46390
H 0.69447 -3.58791 -2.74831
H 0.50135 -1.94741 -3.36993
H -1.11691 -2.39080 -5.83852
H -1.69103 -1.33049 -4.54387
H -2.72689 -2.62301 -5.14594
H -4.05368 -5.61219 -0.68281
H -2.66790 -6.20247 0.24641
H -2.41277 -5.37620 -1.29888
H -4.92609 -4.15751 1.16113
H -3.83117 -3.05646 2.01607
H -3.66409 -4.80514 2.22271
H -0.81205 -3.82648 -0.04442
H -1.21553 -4.52964 1.52120
H -1.43927 -2.79767 1.25265
H -4.82546 0.79536 -3.61879
H -6.36545 -0.02421 -3.93002
H -4.88118 -0.60845 -4.69830
H -5.05302 0.52070 -1.17581
H -5.25966 -1.08057 -0.45010
H -6.60201 -0.32445 -1.32238
H -5.28050 -2.91232 -3.73913
H -6.74911 -2.36178 -2.92239
H -5.45895 -3.12872 -1.99043
*
```

Atom charges from the Mulliken analysis, given in e for atoms 1 to 6: Bi 1.080; C -0.788; N 1.438; C -1.146; P -1.005; O 0.317